<i>
ORCA calculation (ωB97M-V with the def2-TZVPD basis set) on C15H18AsF6I2N3O6S5Zn as an isolated structure.

Element x y z (Å)
Zn: 0.502 -0.269 -1.188
O: 0.031 2.499 2.244
C: 1.249 2.236 2.761
C: 1.580 2.882 3.953
C: 2.800 2.658 4.556
C: 3.725 1.794 3.974
C: 3.403 1.149 2.800
C: 2.163 1.342 2.181
C: 1.842 0.592 0.950
O: 0.701 0.869 0.349
N: 2.675 -0.332 0.559
N: 2.272 -0.978 -0.606
C: 2.991 -1.959 -0.996
S: 2.542 -2.813 -2.450
C: 4.064 -3.805 -2.501
C: 4.460 -4.093 -1.067
S: 4.390 -2.531 -0.136
H: -0.015 2.055 1.374
H: 0.856 3.563 4.382
H: 3.032 3.158 5.488
H: 4.686 1.629 4.442
H: 4.096 0.469 2.325
H: 4.823 -3.227 -3.025
H: 3.837 -4.716 -3.052
H: 5.482 -4.464 -1.000
H: 3.769 -4.793 -0.598
F: 1.340 2.621 -4.862
C: 0.817 3.298 -3.855
F: 1.567 4.372 -3.627
F: -0.403 3.713 -4.171
S: 0.789 2.266 -2.273
O: 1.352 0.961 -2.667
O: 1.472 3.058 -1.317
N: -0.780 2.035 -1.981
S: -1.340 0.895 -2.945
O: -1.155 -0.455 -2.364
O: -1.043 1.049 -4.334
C: -3.167 1.142 -2.837
F: -3.518 2.187 -3.566
F: -3.743 0.042 -3.319
F: -3.610 1.324 -1.595
I: -0.765 -2.269 0.307
I: 0.577 -4.827 0.274
C: -4.849 0.576 1.969
As: -3.805 -0.830 1.184
C: -3.644 -2.210 2.516
C: -4.886 -1.625 -0.194
S: -1.909 -0.039 0.612
H: -5.753 0.155 2.405
H: -5.115 1.297 1.199
H: -4.259 1.066 2.741
H: -4.607 -2.337 3.008
H: -2.891 -1.922 3.247
H: -3.343 -3.140 2.041
H: -5.821 -1.940 0.271
H: -4.372 -2.486 -0.614
H: -5.094 -0.895 -0.973

Calculated values
* HOMO level: -7.79 eV
* M: 1004.8 g/mol
* HOMO-LUMO gap: 7.164 eV
* net charge: 0
* LUMO: -0.6 eV

Here are the Löwdin charges for atoms 1 to 8, given in e: number 1, Zn, carries 0.4334; number 2, O, carries 0.0509; number 3, C, carries -0.2547; number 4, C, carries -0.0166; number 5, C, carries -0.0839; number 6, C, carries -0.0933; number 7, C, carries -0.0253; number 8, C, carries -0.0717


<ii>
ORCA calculation (ωB97M-V with the def2-TZVPD basis set) on C15H18AsF6I2N3O6S5Zn as an isolated structure.

Element x y z (Å)
Zn: -1.001 0.946 -0.031
O: 3.227 -0.828 2.781
C: 2.853 -1.890 2.052
C: 3.659 -3.029 2.115
C: 3.326 -4.163 1.404
C: 2.182 -4.194 0.609
C: 1.392 -3.066 0.530
C: 1.710 -1.900 1.234
C: 0.835 -0.717 1.060
O: -0.062 -0.775 0.143
N: 1.047 0.314 1.844
N: 0.159 1.362 1.634
C: 0.431 2.425 2.289
S: -0.548 3.868 2.143
C: 0.125 4.625 3.643
C: 1.601 4.290 3.708
S: 1.787 2.515 3.391
H: 2.548 -0.126 2.645
H: 4.538 -2.995 2.744
H: 3.960 -5.039 1.475
H: 1.909 -5.091 0.070
H: 0.492 -3.063 -0.070
H: -0.407 4.237 4.511
H: -0.043 5.699 3.570
H: 2.015 4.492 4.695
H: 2.164 4.849 2.962
F: -4.818 2.493 -2.928
C: -3.598 2.599 -2.422
F: -2.751 1.927 -3.193
F: -3.242 3.878 -2.391
S: -3.609 1.953 -0.680
O: -2.439 2.554 -0.028
O: -4.892 2.258 -0.150
N: -3.216 0.425 -0.926
S: -3.750 -0.703 0.091
O: -2.797 -0.796 1.174
O: -5.147 -0.693 0.356
C: -3.434 -2.210 -0.946
F: -4.095 -3.221 -0.403
F: -3.847 -2.036 -2.197
F: -2.137 -2.504 -0.967
I: -1.784 -3.172 2.824
I: -1.010 -5.437 3.963
C: -0.291 -1.019 -3.079
As: 0.990 0.388 -2.846
C: 1.476 0.994 -4.604
C: 2.569 -0.391 -2.084
S: 0.241 2.055 -1.771
H: 0.023 -1.668 -3.896
H: -1.262 -0.576 -3.299
H: -0.341 -1.572 -2.145
H: 1.899 0.169 -5.174
H: 2.204 1.797 -4.512
H: 0.582 1.372 -5.096
H: 2.968 -1.139 -2.769
H: 2.308 -0.866 -1.140
H: 3.301 0.395 -1.914

Calculated values
* HOMO level: -8.20 eV
* M: 1004.8 g/mol
* HOMO-LUMO gap: 7.361 eV
* net charge: 0
* LUMO: -0.8 eV

Here are the Löwdin charges for atoms 1 to 8, given in e: number 1, Zn, carries 0.4855; number 2, O, carries 0.0539; number 3, C, carries -0.2648; number 4, C, carries -0.0105; number 5, C, carries -0.0785; number 6, C, carries -0.0885; number 7, C, carries -0.0616; number 8, C, carries -0.1104


Q: Which of them is the least stable? A: <i>.


<i>
ORCA calculation (ωB97M-V with the def2-TZVPD basis set) on an isolated ion of composition C9H14N3 and charge +1.

Element x y z (Å)
C: 4.094 0.533 0.118
C: 5.347 -0.064 0.329
C: -1.964 -0.530 -0.012
C: -1.095 -1.741 -0.081
C: -1.531 0.629 -0.866
C: 0.374 -1.253 0.300
C: -0.069 1.136 -0.590
C: 0.846 -0.245 -0.768
C: 0.014 1.689 0.791
N: 4.619 -0.768 -0.381
N: 2.847 0.661 0.026
N: 2.145 0.213 -0.886
H: 6.377 0.189 0.567
H: -2.969 -0.893 -0.585
H: -2.137 -0.201 0.948
H: -1.417 -2.590 0.657
H: -0.871 -2.300 -1.034
H: -1.691 0.540 -2.044
H: -2.229 1.458 -0.658
H: 0.428 -0.713 1.331
H: 0.945 -2.172 0.253
H: 0.267 1.827 -1.330
H: 0.473 -0.574 -1.812
H: -0.571 1.189 1.496
H: -0.338 2.679 0.848
H: 1.091 1.644 1.097

Calculated values
* HOMO level: -13.69 eV
* M: 164.2 g/mol
* HOMO-LUMO gap: 7.727 eV
* net charge: +1
* LUMO: -6.0 eV

Here are the Löwdin charges for atoms 1 to 8, given in e: number 1, C, carries -0.0974; number 2, C, carries 0.0437; number 3, C, carries -0.2301; number 4, C, carries -0.1849; number 5, C, carries -0.1772; number 6, C, carries -0.1348; number 7, C, carries -0.2437; number 8, C, carries -0.2619


<ii>
ORCA calculation (ωB97M-V with the def2-TZVPD basis set) on an isolated ion of composition C9H14N3 and charge +1.

Element x y z (Å)
C: -2.240 1.510 -0.202
C: -2.683 0.182 -0.267
C: -0.464 0.227 -0.081
C: 0.069 -1.940 0.243
C: 0.678 -0.723 0.210
C: -4.029 -0.326 -0.212
C: 2.563 0.068 -1.184
C: 2.350 0.710 1.342
C: 2.122 -0.391 0.228
N: -1.557 -0.543 -0.186
N: -0.848 1.526 -0.180
N: -1.259 -1.845 -0.072
H: -2.937 2.400 -0.281
H: 0.469 -2.899 0.208
H: -4.091 -1.420 0.155
H: -4.754 0.269 0.330
H: -4.650 -0.287 -1.216
H: 3.425 0.672 -1.001
H: 1.757 0.644 -1.563
H: 2.820 -0.764 -1.812
H: 1.673 1.644 1.216
H: 3.411 0.892 1.578
H: 1.895 0.083 2.286
H: 2.735 -1.205 0.491
H: -0.283 2.295 -0.469
H: -1.736 -2.634 -0.302

Calculated values
* HOMO level: -12.44 eV
* M: 164.2 g/mol
* HOMO-LUMO gap: 9.710 eV
* net charge: +1
* LUMO: -2.7 eV

Here are the Löwdin charges for atoms 1 to 8, given in e: number 1, C, carries 0.0267; number 2, C, carries -0.2425; number 3, C, carries -0.1061; number 4, C, carries 0.0288; number 5, C, carries -0.0979; number 6, C, carries -0.0330; number 7, C, carries -0.0293; number 8, C, carries -0.0524


Q: Which of them is the least stable? A: <i>.


<i>
ORCA calculation (ωB97M-V with the def2-TZVPD basis set) on C6H9NO2 as an isolated structure.

Element x y z (Å)
C: -0.046 -0.894 0.100
C: 0.180 -1.238 -1.305
C: 0.680 1.012 -0.051
C: 0.499 -0.042 -2.276
C: 1.169 1.014 -1.468
C: -1.423 -0.720 1.965
N: -1.171 -1.192 0.640
O: -0.026 -2.369 -1.685
O: 1.696 1.396 0.745
H: 1.172 -0.432 -2.990
H: -0.505 0.152 -2.774
H: 0.717 1.783 -2.022
H: 2.273 1.062 -1.553
H: -1.693 0.354 1.872
H: -2.031 -1.585 2.522
H: -0.511 -0.673 2.631
H: -1.923 -1.573 0.057
H: 1.448 1.523 1.599

Calculated values
* HOMO level (spin up / spin down): -7.26 / -7.26 eV
* M: 127.1 g/mol
* HOMO-LUMO gap (spin up / spin down): 7.345 / 7.345 eV
* net charge: 0
* LUMO (spin up / spin down): 0.1 / 0.1 eV

Here are the Löwdin charges for atoms 1 to 8, given in e: number 1, C, carries -0.0713; number 2, C, carries -0.4153; number 3, C, carries -0.0854; number 4, C, carries -0.1203; number 5, C, carries -0.2234; number 6, C, carries -0.1035; number 7, N, carries -0.0735; number 8, O, carries 0.0589


<ii>
ORCA calculation (ωB97M-V with the def2-TZVPD basis set) on one molecule with the formula C6H9NO2.

Element x y z (Å)
C: -1.198 -0.564 -0.008
C: 1.592 -0.331 0.322
C: -2.163 0.134 0.512
C: -0.366 -1.384 -0.593
C: 0.990 -1.611 -0.038
C: -2.669 1.602 0.313
N: 2.568 0.010 -0.539
O: 1.382 0.432 1.246
O: 3.210 1.207 -0.525
H: -2.888 -0.309 1.236
H: -0.494 -1.921 -1.530
H: 3.051 -0.663 -1.263
H: 1.541 -2.026 -0.832
H: 1.030 -2.344 0.835
H: -2.054 2.207 -0.523
H: -2.488 2.190 1.176
H: -3.713 1.673 0.113
H: 2.671 1.698 0.098

Calculated values
* HOMO level: -8.97 eV
* M: 127.1 g/mol
* HOMO-LUMO gap: 9.734 eV
* net charge: 0
* LUMO: 0.8 eV

Here are the Löwdin charges for atoms 1 to 8, given in e: number 1, C, carries -0.0386; number 2, C, carries -0.5339; number 3, C, carries -0.1236; number 4, C, carries -0.0918; number 5, C, carries -0.1386; number 6, C, carries -0.0941; number 7, N, carries -0.0309; number 8, O, carries 0.0657


Q: Which of them is the least stable? A: <i>.


<i>
ORCA calculation (ωB97M-V with the def2-TZVPD basis set) on one molecule with the formula C6H9NO2.

Element x y z (Å)
C: -0.056 0.586 -1.874
C: 1.447 0.068 0.094
C: -0.748 0.278 0.806
C: 0.190 -0.383 -0.704
C: 0.927 0.587 1.175
C: -1.303 -0.530 1.754
O: 2.681 -0.300 -0.290
O: -1.389 1.429 0.402
N: 0.239 -1.682 -1.024
H: 2.550 -0.933 -1.024
H: -2.194 1.549 0.925
H: -0.218 -2.279 -0.336
H: 1.196 0.843 2.183
H: 0.128 1.624 -1.599
H: -1.097 0.485 -2.183
H: 0.604 0.316 -2.699
H: -2.126 -0.193 2.372
H: -0.831 -1.465 2.024

Calculated values
* HOMO level (spin up / spin down): -7.46 / -7.24 eV
* M: 127.1 g/mol
* HOMO-LUMO gap (spin up / spin down): 5.974 / 5.603 eV
* net charge: 0
* LUMO (spin up / spin down): -1.5 / -1.6 eV

Here are the Löwdin charges for atoms 1 to 8, given in e: number 1, C, carries -0.0302; number 2, C, carries -0.3252; number 3, C, carries -0.3736; number 4, C, carries -0.4641; number 5, C, carries 0.1214; number 6, C, carries 0.1486; number 7, O, carries 0.0841; number 8, O, carries 0.0167


<ii>
ORCA calculation (ωB97M-V with the def2-TZVPD basis set) on one molecule with the formula C6H9NO2.

Element x y z (Å)
C: -0.836 -0.212 -0.336
C: 2.220 1.428 0.350
C: -1.946 -0.802 0.529
C: -0.519 1.213 0.069
N: -1.192 -0.237 -1.762
O: 1.141 0.873 -0.398
C: 0.555 -0.741 -0.054
C: 1.284 -1.685 0.369
O: -0.800 2.093 0.784
H: -0.393 0.078 -2.308
H: -1.363 -1.206 -2.015
H: 3.018 0.684 0.394
H: 2.571 2.333 -0.144
H: 1.909 1.669 1.372
H: -1.913 -0.422 1.551
H: -1.840 -1.888 0.581
H: -2.930 -0.592 0.104
H: 1.032 -2.584 0.916

Calculated values
* HOMO level: -7.77 eV
* M: 127.1 g/mol
* HOMO-LUMO gap: 7.784 eV
* net charge: 0
* LUMO: 0.0 eV

Here are the Löwdin charges for atoms 1 to 8, given in e: number 1, C, carries -0.4897; number 2, C, carries -0.0781; number 3, C, carries -0.0038; number 4, C, carries -0.1094; number 5, N, carries 0.0913; number 6, O, carries -0.2107; number 7, C, carries -0.2338; number 8, C, carries 0.0622


Q: Which of them is the least stable? A: <i>.


<i>
ORCA calculation (ωB97M-V with the def2-TZVPD basis set) on H12O6Tl as an isolated structure.

Element x y z (Å)
Tl: 0.547 -0.144 0.119
O: -2.080 1.271 -0.054
H: -2.965 0.938 0.094
H: -2.190 2.219 -0.128
O: 2.575 1.864 0.229
H: 3.076 2.324 -0.444
H: 2.758 2.345 1.036
O: -1.333 -0.182 2.451
H: -2.276 -0.125 2.298
H: -1.253 -0.390 3.382
O: 0.348 2.278 -1.627
H: -0.265 2.986 -1.426
H: 0.435 2.300 -2.580
O: 1.842 -2.588 -1.022
H: 2.651 -2.888 -0.608
H: 1.696 -3.204 -1.740
O: -1.081 -2.625 0.011
H: -0.685 -3.354 0.490
H: -1.799 -3.024 -0.481

Calculated values
* HOMO level: -23.35 eV
* M: 312.5 g/mol
* HOMO-LUMO gap: 4.069 eV
* net charge: +3
* LUMO: -19.3 eV

Here are the Löwdin charges for atoms 1 to 8, given in e: number 1, Tl, carries 1.6419; number 2, O, carries 0.0101; number 3, H, carries 0.0958; number 4, H, carries 0.0909; number 5, O, carries 0.0130; number 6, H, carries 0.1016; number 7, H, carries 0.1024; number 8, O, carries 0.0409


<ii>
ORCA calculation (ωB97M-V with the def2-TZVPD basis set) on H12O6Tl as an isolated structure.

Element x y z (Å)
Tl: 0.072 0.461 1.279
O: -0.716 -1.400 -0.818
H: -0.951 -2.309 -0.555
H: -0.617 -1.442 -1.788
O: 0.325 1.406 -1.437
H: 0.651 1.006 -2.266
H: 0.486 2.366 -1.539
O: 2.580 1.835 0.692
H: 3.003 1.770 1.576
H: 3.287 1.574 0.067
O: -2.442 1.050 0.008
H: -3.077 1.666 0.429
H: -2.961 0.552 -0.652
O: -2.076 -1.334 1.761
H: -1.890 -2.287 1.851
H: -3.046 -1.268 1.662
O: 2.267 -0.997 0.182
H: 2.934 -0.697 -0.460
H: 2.172 -1.952 0.009

Calculated values
* HOMO level: -23.77 eV
* M: 312.5 g/mol
* HOMO-LUMO gap: 4.280 eV
* net charge: +3
* LUMO: -19.5 eV

Here are the Löwdin charges for atoms 1 to 8, given in e: number 1, Tl, carries 1.7431; number 2, O, carries -0.0411; number 3, H, carries 0.0997; number 4, H, carries 0.1128; number 5, O, carries -0.0158; number 6, H, carries 0.1149; number 7, H, carries 0.1158; number 8, O, carries 0.0470


Q: Which of them is the least stable? A: <ii>.